1.
Entry from OMol25: a molecular structure, C10H11BMoN5O7S (wB97M-V/def2-TZVPD).

Structure (XYZ):
```
36
Properties=species:S:1:pos:R:3
Mo 0.9744 0.8275 -1.0904
S 2.3998 -3.2501 -2.8073
O 1.0117 -1.7280 4.2793
O 0.1038 1.0372 -2.9786
O 2.1542 1.5854 -2.6756
O 1.2643 1.8337 -4.6541
O -1.0971 -2.4147 4.0806
O 2.2618 0.2893 0.1958
O 2.7346 -0.8015 2.1175
N -1.6037 -0.6703 1.9998
N -0.2825 -0.0204 0.4119
N 1.2617 -1.1657 -1.9557
N 1.1911 1.5192 -3.5309
N 0.2425 2.6122 -0.5373
C -0.1655 -1.7775 3.6816
C -0.3379 -0.9791 2.4269
C 0.4778 -0.5581 1.4294
C 0.6945 -3.1725 -2.8935
C -0.4175 3.0809 0.3139
C -2.7239 0.4448 0.0499
C -1.5535 -0.0792 0.7919
C 1.9316 -0.4196 1.3220
C 0.2539 -1.9940 -2.3999
C 2.4485 -1.7156 -2.1189
B -1.3694 3.6394 1.3756
H -3.1189 1.3216 0.5668
H 3.3686 -1.2298 -1.8281
H -3.5099 -0.3063 -0.0232
H -2.4358 -0.8954 2.5309
H 1.6952 -1.2978 3.7345
H -2.3990 3.8222 0.7646
H 0.1103 -3.9807 -3.3006
H -0.7726 -1.6665 -2.3493
H -1.4667 2.7247 2.1739
H -2.4277 0.7490 -0.9524
H -0.8988 4.6356 1.8490
```

Properties
Gap between HOMO and LUMO (spin up / spin down) (eV): 7.1 / 8.1
Net charge: +1
Spin multiplicity: 3
Energy relative to the best compared isomer or geometry (same formula, charge and spin) (kcal per mole): 1.31
E_tot (Ha): -1679.098832

=====

2.
Entry from OMol25: a molecular structure, C43H47AsF3N4Ru in a non-equilibrium geometry (wB97M-V/def2-TZVPD).

Structure (XYZ):
```
99
Properties=species:S:1:pos:R:3
Ru 0.1535 0.5839 0.3685
As 0.3384 0.9135 2.8712
F -2.4720 9.0413 0.8158
F -1.2555 8.9170 2.6051
F -0.3330 9.3574 0.6992
N 0.2348 -1.8262 0.2757
N -1.6803 1.3300 -0.7298
N 1.8379 1.8492 -0.7395
N 0.6900 7.5405 -6.7571
C 3.8227 -2.3941 0.0689
C 5.0749 -1.5695 -0.0600
C -1.4799 5.1589 -0.2253
C 2.1415 1.3029 3.5416
C -1.4313 -2.0322 -1.4413
C -2.5685 2.5754 -2.3939
C -0.2215 3.6239 -4.1191
C -1.6882 -0.4414 4.5717
C -0.1972 -0.4164 4.2435
C 2.5848 -1.7972 0.1565
C 3.0953 0.1320 3.3096
C 1.0693 1.8536 -1.8983
C 3.0818 1.3521 -1.0170
C 3.8960 -3.7891 0.1016
C -0.6030 2.5066 3.5256
C -0.3454 4.5398 0.3196
C 1.8227 1.2920 -2.8993
C -0.0587 4.5354 -5.1436
C 3.0903 0.9739 -2.3370
C 2.8312 -6.0670 0.3395
C -1.1050 -2.3726 0.0285
C 0.6239 6.7494 -5.9252
C -2.9912 1.0072 -0.8590
C 0.5232 5.7760 -4.8825
C -0.0344 2.8844 -1.7247
C -1.8300 6.4504 0.1219
C -2.0679 -1.6641 0.9970
C 1.2709 2.6058 0.3231
C -1.9158 2.7067 2.7647
C 0.1744 3.9292 -2.8163
C 1.0036 6.0546 -3.6061
C 1.5162 -3.9517 0.3712
C -1.2931 8.6064 1.2912
C 0.2566 3.3451 -0.2490
C -1.0643 7.1511 1.0427
C -3.5777 1.7447 -1.8721
C -1.4156 2.2893 -1.6799
C 0.8386 5.1309 -2.5882
C -0.0090 6.5138 1.6897
C -1.3666 -3.8746 0.2162
C 0.3297 5.2225 1.3465
C 1.3760 -2.5412 0.2639
C 2.7499 -4.5637 0.2725
H -2.4312 -4.0367 0.0455
H 2.4345 -6.5054 -0.5779
H 0.3742 -0.1838 5.1445
H 2.2420 -6.4504 1.1727
H -1.9387 -0.5785 0.9717
H -1.9085 -1.2658 5.2515
H -2.3035 -0.5673 3.6813
H -1.9960 0.4830 5.0608
H 1.2418 5.3548 -1.6110
H 2.4880 2.1819 2.9968
H 3.0924 -0.1501 2.2542
H -2.5890 1.8608 2.9196
H 0.0597 3.3581 3.3659
H -2.0824 4.6209 -0.9424
H 3.8593 -6.4045 0.4592
H -1.7202 2.7802 1.6941
H 1.1736 4.7382 1.8215
H 1.5099 1.1021 -3.9131
H 2.4852 -0.7209 0.1044
H 5.0042 -0.8947 -0.9111
H -0.3858 4.3038 -6.1485
H 3.9214 0.5460 -2.8743
H 4.1158 0.3891 3.5954
H 1.5027 6.9942 -3.4109
H 3.8520 1.3262 -0.2643
H -2.6928 6.9196 -0.3311
H 0.1328 -1.3939 3.8839
H -1.8574 -2.0130 2.0086
H -2.4238 3.6194 3.0781
H -2.6637 3.2800 -3.2041
H -3.1015 -1.8995 0.7488
H -0.8274 -4.4882 -0.5025
H -0.8519 -2.6789 -2.1034
H -0.7835 2.4055 4.5972
H -2.4922 -2.1802 -1.6401
H 5.2300 -0.9616 0.8336
H -1.1738 -0.9987 -1.6656
H 0.5571 7.0537 2.4381
H -3.4689 0.2772 -0.2235
H -0.6571 2.6552 -4.3243
H 0.6693 -4.5848 0.5678
H -1.1444 -4.1969 1.2349
H 4.8616 -4.2726 0.0107
H 5.9475 -2.2071 -0.1927
H 2.0807 1.5577 4.6015
H 2.7914 -0.7426 3.8883
H -4.6070 1.6818 -2.1886
```

Properties
Gap between HOMO and LUMO (spin up / spin down) (eV): 7.2 / 5.3
Spin multiplicity: 6
E_tot (Ha): -4515.861422

=====

Q: E_tot of number 2 (C43H47AsF3N4Ru)?
A: -4515.861422 Ha